{
  "formula": "C30H23BBr2F6O2S",
  "method": "the ωB97M-V functional and the def2-TZVPD basis",
  "symbols": ["H", "H", "H", "C", "C", "C", "H", "C", "C", "H", "C", "F", "H", "Br", "H", "C", "F", "H", "H", "Br", "H", "H", "H", "F", "C", "H", "C", "C", "S", "H", "F", "C", "H", "C", "C", "H", "C", "C", "C", "C", "C", "C", "C", "O", "C", "C", "H", "C", "F", "H", "H", "B", "C", "C", "C", "O", "C", "H", "C", "C", "H", "H", "F", "C", "H"],
  "xyz": [[0.60858, 3.10285, -1.86234], [-5.96109, -0.31753, 2.16743], [-1.68248, 3.02751, 1.68153], [0.42919, 0.96769, -2.11410], [3.32399, 3.30688, -1.93547], [-0.82592, 0.82488, -1.27865], [0.29577, -1.28742, 0.83554], [-1.45726, 2.13083, 2.26381], [1.93712, -0.02944, 0.50976], [3.31877, -4.45128, -0.10266], [2.95608, -1.37990, -3.60502], [2.79965, -1.50034, -4.95678], [-5.04197, -3.15814, 1.98528], [6.21558, -4.28050, -0.78001], [-1.26495, 3.37532, 4.04498], [-1.30103, 0.88509, 1.68101], [4.51964, 3.33048, -2.59574], [-4.86157, -1.87268, 0.73276], [4.61122, 0.34813, 0.30656], [-0.35986, 1.58853, 6.24706], [0.01384, 1.80741, 0.33786], [2.33508, 0.98309, 0.57864], [-3.72724, -1.01312, -1.43622], [3.60566, 3.23921, -0.58612], [3.60068, -3.39994, 0.00335], [-5.29722, 0.82382, -2.44894], [-3.38946, 1.12917, -1.58740], [-1.62808, -0.39865, -1.46049], [-2.07223, 2.19432, -1.57920], [4.17079, 1.01221, -3.01540], [2.72808, 4.51246, -2.14907], [-1.22988, 2.36871, 3.63168], [-1.44056, -0.82306, 4.74831], [2.48011, 2.13934, -2.33396], [0.97384, -0.13581, -2.75880], [-6.06432, -1.60567, 3.45939], [-1.02843, 1.28708, 4.50670], [-5.39012, -1.10295, 2.72600], [2.95128, -1.06709, 0.37596], [-0.44764, 0.77712, 0.37255], [4.92461, -3.00044, -0.20611], [4.31146, -0.70655, 0.21148], [-4.69192, -2.12923, 1.79910], [-3.27533, -2.09358, 2.07823], [-2.97719, -0.20567, -1.46405], [0.60254, -0.28611, 0.60668], [-5.36755, 1.47726, -0.81546], [-4.81007, 1.52956, -1.76648], [4.29826, -1.46275, -3.34156], [-1.23767, -1.27962, 2.34417], [-4.90208, 2.52239, -2.21613], [-3.14472, -0.98000, 2.90955], [3.11066, 1.00247, -2.83187], [-1.35517, 0.03502, 4.07821], [2.33208, -0.12793, -3.05704], [-4.27271, -0.39452, 3.41480], [2.63479, -2.43842, 0.30215], [1.61636, -2.75753, 0.48573], [1.11381, 2.16961, -2.10770], [-1.61631, -0.27137, 2.65798], [0.40678, -1.04088, -2.95006], [6.35640, -1.37811, -0.16161], [2.37614, -2.49499, -3.03552], [5.30595, -1.64820, -0.03681], [-1.14279, -1.37901, -1.50750]],
  "lowdin_charge": [0.13, 0.13, 0.11, -0.19, -0.51, -0.49, 0.10, -0.07, -0.03, 0.11, -0.50, 0.13, 0.13, 0.71, 0.10, -0.09, 0.12, 0.12, 0.12, 0.73, 0.14, 0.12, 0.12, 0.11, -0.12, 0.08, -0.60, -0.12, 1.07, 0.14, 0.13, -0.11, 0.12, -0.10, 0.06, 0.13, -0.72, -0.07, -0.22, -0.17, -0.68, -0.04, -0.13, 0.08, -0.14, -0.04, 0.08, -0.10, 0.12, 0.14, 0.07, -0.54, 0.07, -0.11, -0.09, 0.12, -0.03, 0.11, 0.03, -0.10, 0.13, 0.10, 0.11, -0.12, 0.12],
  "e_lumo_ev": -1.44,
  "gap_ev": 3.982,
  "relative_energy_kj_mol": 287.1,
  "charge": 0,
  "homo_ev": -5.42
}